one.
A 2-piece molecular cluster, CH6P2S overall, computed with wB97M-V/def2-TZVPD.

Kohn-Sham gap (alpha / beta) = 8.03 / 7.25 eV
Lowest unoccupied orbital energy (alpha / beta) = -0.86 / -0.72 eV
HOMO energy (alpha / beta) = -8.884 / -7.968 eV
2S+1 = 1
Charge = 0

Last column: natural (NBO) charge in e.
Geometry (Å):
C 0.327 0.707 -1.645  -0.919
P 0.544 1.132 0.127  0.254
P -1.032 -0.246 0.799  0.210
S -0.682 -0.082 2.834  -0.261
H 0.300 -0.415 -1.720  0.234
H 1.124 0.965 -2.260  0.238
H -0.568 1.116 -2.003  0.226
H 1.399 0.010 0.338  0.004
H 0.265 -2.241 0.551  -0.129
H -1.677 -0.946 2.978  0.143


two.
A 2-piece molecular cluster, CH6P2S overall, computed with wB97M-V/def2-TZVPD.

Kohn-Sham gap (alpha / beta) = 5.96 / 5.95 eV
Lowest unoccupied orbital energy (alpha / beta) = -2.47 / -2.47 eV
HOMO energy (alpha / beta) = -8.429 / -8.421 eV
2S+1 = 1
Charge = 0

Last column: natural (NBO) charge in e.
Geometry (Å):
C -0.876 -0.505 0.417  -0.892
P -1.107 1.283 -0.026  0.293
P 0.816 2.151 0.110  0.271
S 3.223 -0.191 -0.024  -0.475
H -0.098 -0.956 -0.189  0.254
H -1.822 -1.021 0.262  0.236
H -0.604 -0.579 1.471  0.243
H -1.123 1.152 -1.420  -0.007
H 0.964 1.813 1.459  -0.030
H 3.136 -0.506 -1.310  0.107


So which one wins? Going from most stable to least: two, one.


one.
A 2-piece molecular cluster, C2H10NS overall, computed with wB97M-V/def2-TZVPD.

Kohn-Sham gap = 8.92 eV
Lowest unoccupied orbital energy = -3.93 eV
HOMO energy = -12.842 eV
2S+1 = 1
Charge = +1

Last column: natural (NBO) charge in e.
Geometry (Å):
N 1.550 1.622 -1.280  -0.885
H 1.961 0.954 -1.990  0.467
H 2.286 2.021 -0.729  0.446
H 1.141 2.374 -1.847  0.445
H 0.781 1.213 -0.656  0.456
C -0.881 -1.931 0.476  -0.738
S 0.105 -0.486 0.134  0.096
C -1.055 0.820 0.792  -0.714
H -1.262 -1.804 1.566  0.240
H -0.449 -2.890 0.124  0.270
H -1.741 -1.922 -0.091  0.224
H -0.456 1.826 0.822  0.212
H -1.928 0.823 0.183  0.232
H -1.256 0.490 1.837  0.248


two.
A 2-piece molecular cluster, C2H10NS overall, computed with wB97M-V/def2-TZVPD.

Kohn-Sham gap = 8.53 eV
Lowest unoccupied orbital energy = -4.01 eV
HOMO energy = -12.546 eV
2S+1 = 1
Charge = +1

Last column: natural (NBO) charge in e.
Geometry (Å):
N 1.282 -1.913 -1.823  -0.882
H 1.218 -2.814 -1.345  0.457
H 1.143 -2.150 -2.813  0.451
H 2.287 -1.720 -1.787  0.445
H 0.806 -1.063 -1.463  0.474
C -0.343 1.999 0.031  -0.716
S -0.048 0.202 0.228  0.056
C -1.081 -0.062 1.739  -0.685
H 0.234 2.489 0.807  0.230
H 0.062 2.291 -0.932  0.233
H -1.365 2.362 0.096  0.237
H -0.550 0.305 2.609  0.234
H -1.306 -1.120 1.812  0.235
H -1.992 0.498 1.556  0.232


So which one wins? Going from most stable to least: two, one.